(P)
The following is a DFT calculation (ωB97M-V/def2-TZVPD) of a cluster of 2 separate species, C9H14 in total.

Structure (XYZ):
```
23
C9H14 (ωB97M-V/def2-TZVPD)
C -1.108 0.746 2.387
C -0.792 0.800 0.912
C -1.770 0.450 -0.034
C -1.485 0.609 -1.373
C -0.246 1.035 -1.858
C 0.729 1.267 -0.898
C 0.484 1.107 0.474
H -1.792 -0.080 2.550
H -1.552 1.681 2.745
H -0.197 0.690 2.982
H -2.759 0.287 0.369
H -2.184 0.363 -2.170
H -0.013 1.025 -2.911
H 1.733 1.614 -1.125
H 1.212 1.537 1.151
C 1.338 -2.549 -0.681
C 2.073 -2.210 0.585
H 0.309 -2.873 -0.522
H 1.433 -1.785 -1.444
H 1.691 -3.460 -1.196
H 1.615 -1.289 0.957
H 2.047 -2.933 1.401
H 3.141 -2.024 0.478
```

LUMO energy in hartree: 0.03846
2S+1: 1
Highest occupied orbital energy in eV: -9.08
SMILES: Cc1ccccc1.CC

(Q)
The following is a DFT calculation (ωB97M-V/def2-TZVPD) of a cluster of 2 separate species, C9H14 in total.

Structure (XYZ):
```
23
C9H14 (ωB97M-V/def2-TZVPD)
C 2.783 0.119 -1.021
C 1.566 -0.420 -0.328
C 0.408 -0.795 -0.957
C -0.745 -1.213 -0.279
C -0.740 -1.097 1.097
C 0.481 -0.993 1.813
C 1.539 -0.528 1.079
H 3.471 -0.741 -0.933
H 3.081 1.081 -0.591
H 2.682 0.183 -2.102
H 0.346 -0.659 -2.051
H -1.607 -1.170 -0.922
H -1.681 -1.185 1.633
H 0.456 -1.051 2.880
H 2.474 -0.258 1.564
C -1.739 2.422 -0.603
C -2.788 1.303 -0.328
H -1.004 2.017 -1.282
H -2.098 3.412 -0.908
H -1.194 2.536 0.348
H -3.750 1.724 -0.122
H -2.991 0.642 -1.161
H -2.401 0.770 0.523
```

LUMO energy in hartree: 0.03615
2S+1: 1
Highest occupied orbital energy in eV: -8.92
SMILES: Cc1ccccc1.CC

Order of stability, best first: (P), (Q)

(P)
The following is a DFT calculation (ωB97M-V/def2-TZVPD) of a cluster of 2 separate species, C9H14 in total.

Structure (XYZ):
```
23
C9H14 (ωB97M-V/def2-TZVPD)
C -0.235 1.808 0.100
C -1.305 0.722 -0.259
C -2.605 1.154 0.105
C -3.739 0.377 -0.346
C -3.506 -0.783 -1.136
C -2.281 -1.012 -1.657
C -1.204 -0.293 -1.187
H 0.815 1.810 -0.158
H -0.247 1.652 1.203
H -0.601 2.700 -0.369
H -2.837 2.032 0.660
H -4.781 0.652 -0.092
H -4.544 -1.270 -1.380
H -2.098 -1.973 -2.163
H -0.180 -0.402 -1.527
C 3.556 -1.077 0.321
C 3.943 -0.739 1.768
H 3.990 -0.540 -0.491
H 3.400 -2.142 0.154
H 2.481 -0.786 0.236
H 4.915 -0.443 1.690
H 3.717 -1.576 2.388
H 3.345 0.130 2.140
```

LUMO energy in hartree: 0.03433
2S+1: 1
Highest occupied orbital energy in eV: -9.13
SMILES: Cc1ccccc1.CC

(Q)
The following is a DFT calculation (ωB97M-V/def2-TZVPD) of a cluster of 2 separate species, C9H14 in total.

Structure (XYZ):
```
23
C9H14 (ωB97M-V/def2-TZVPD)
C 1.172 -2.089 -0.780
C 1.153 -0.598 -0.903
C 0.500 -0.092 -2.031
C 0.400 1.272 -2.230
C 1.019 2.155 -1.338
C 1.766 1.657 -0.304
C 1.842 0.288 -0.092
H 0.256 -2.654 -0.608
H 1.875 -2.532 -0.084
H 1.493 -2.532 -1.735
H 0.040 -0.763 -2.744
H -0.167 1.719 -3.039
H 0.932 3.212 -1.525
H 2.275 2.322 0.374
H 2.487 -0.137 0.661
C -2.163 -0.793 1.632
C -2.131 0.486 2.484
H -2.383 -1.682 2.223
H -2.969 -0.697 0.912
H -1.268 -1.027 1.069
H -2.588 0.428 3.466
H -1.077 0.723 2.711
H -2.464 1.334 1.881
```

LUMO energy in hartree: 0.03608
2S+1: 1
Highest occupied orbital energy in eV: -9.06
SMILES: Cc1ccccc1.CC

(R)
The following is a DFT calculation (ωB97M-V/def2-TZVPD) of a cluster of 2 separate species, C9H14 in total.

Structure (XYZ):
```
23
C9H14 (ωB97M-V/def2-TZVPD)
C 2.627 0.178 0.360
C 1.576 -0.373 -0.597
C 1.390 -1.751 -0.738
C 0.211 -2.273 -1.247
C -0.776 -1.406 -1.691
C -0.477 -0.059 -1.800
C 0.729 0.460 -1.306
H 2.059 0.204 1.293
H 3.052 1.131 0.065
H 3.421 -0.567 0.435
H 2.196 -2.436 -0.499
H 0.142 -3.346 -1.370
H -1.787 -1.622 -1.981
H -1.181 0.679 -2.164
H 0.870 1.513 -1.295
C -2.430 1.531 1.412
C -1.066 0.866 1.735
H -2.630 1.345 0.357
H -3.254 1.084 1.965
H -2.376 2.605 1.579
H -0.600 1.342 2.596
H -0.446 1.058 0.873
H -1.247 -0.163 2.019
```

LUMO energy in hartree: 0.03866
2S+1: 1
Highest occupied orbital energy in eV: -8.96
SMILES: Cc1ccccc1.CC

Order of stability, best first: (Q), (R), (P)

(P)
The following is a DFT calculation (ωB97M-V/def2-TZVPD) of a cluster of 2 separate species, C9H14 in total.

Structure (XYZ):
```
23
C9H14 (ωB97M-V/def2-TZVPD)
C -1.796 3.747 0.059
C -1.269 2.534 -0.534
C -1.020 2.541 -2.006
C -0.151 1.643 -2.532
C 0.504 0.606 -1.768
C 0.224 0.581 -0.401
C -0.640 1.559 0.223
H -1.091 3.897 0.983
H -2.817 3.990 0.176
H -1.395 4.612 -0.509
H -1.663 3.297 -2.593
H 0.113 1.680 -3.600
H 1.347 0.227 -2.297
H 0.639 -0.242 0.039
H -0.794 1.584 1.213
C 0.861 -3.972 2.354
C 1.634 -4.113 0.988
H 0.906 -4.702 3.056
H 1.339 -3.083 2.905
H -0.244 -3.666 2.170
H 1.331 -3.320 0.205
H 1.374 -5.154 0.547
H 2.607 -4.244 1.324
```

LUMO energy in hartree: 0.03428
2S+1: 1
Highest occupied orbital energy in eV: -8.86
SMILES: Cc1ccccc1.CC

(Q)
The following is a DFT calculation (ωB97M-V/def2-TZVPD) of a cluster of 2 separate species, C9H14 in total.

Structure (XYZ):
```
23
C9H14 (ωB97M-V/def2-TZVPD)
C -2.760 -1.083 1.078
C -2.017 0.092 0.532
C -0.951 -0.159 -0.329
C -0.068 0.864 -0.702
C -0.345 2.182 -0.332
C -1.516 2.440 0.364
C -2.225 1.387 0.974
H -3.295 -1.542 0.242
H -3.491 -0.871 1.861
H -2.050 -1.801 1.498
H -0.730 -1.143 -0.720
H 0.771 0.531 -1.284
H 0.392 2.923 -0.611
H -1.900 3.442 0.511
H -2.689 1.606 1.919
C 3.378 -0.549 -0.691
C 2.296 -1.685 -0.567
H 3.552 -0.145 0.311
H 4.359 -0.898 -0.991
H 2.967 0.282 -1.257
H 2.229 -2.040 0.454
H 2.729 -2.434 -1.231
H 1.365 -1.397 -1.026
```

LUMO energy in hartree: 0.03861
2S+1: 1
Highest occupied orbital energy in eV: -8.99
SMILES: Cc1ccccc1.CC

(R)
The following is a DFT calculation (ωB97M-V/def2-TZVPD) of a cluster of 2 separate species, C9H14 in total.

Structure (XYZ):
```
23
C9H14 (ωB97M-V/def2-TZVPD)
C 1.599 -0.686 -0.012
C 0.784 -0.751 -1.256
C -0.040 -1.854 -1.402
C -1.037 -1.978 -2.385
C -1.042 -0.936 -3.329
C -0.346 0.265 -3.212
C 0.629 0.231 -2.214
H 2.622 -0.344 -0.142
H 1.614 -1.718 0.361
H 1.128 -0.136 0.810
H -0.129 -2.573 -0.616
H -1.684 -2.807 -2.593
H -1.877 -0.908 -4.075
H -0.508 1.231 -3.653
H 0.950 1.259 -1.886
C 0.441 1.576 3.129
C -1.077 1.367 3.310
H 0.862 0.949 2.271
H 0.671 2.606 2.689
H 0.904 1.245 4.035
H -1.717 2.258 3.429
H -1.303 0.935 4.306
H -1.442 0.770 2.435
```

LUMO energy in hartree: 0.03494
2S+1: 1
Highest occupied orbital energy in eV: -9.07
SMILES: Cc1ccccc1.CC

(S)
The following is a DFT calculation (ωB97M-V/def2-TZVPD) of a cluster of 2 separate species, C9H14 in total.

Structure (XYZ):
```
23
C9H14 (ωB97M-V/def2-TZVPD)
C 2.289 0.454 -1.484
C 0.845 0.095 -1.644
C -0.166 1.006 -1.286
C -1.484 0.620 -1.241
C -1.840 -0.675 -1.587
C -0.853 -1.600 -1.867
C 0.486 -1.225 -1.858
H 2.658 1.478 -1.570
H 2.894 -0.088 -2.205
H 2.614 0.172 -0.476
H 0.098 2.029 -1.035
H -2.280 1.295 -0.948
H -2.866 -1.008 -1.618
H -1.204 -2.558 -2.223
H 1.318 -1.873 -2.098
C -0.719 0.422 3.515
C 0.030 -0.003 2.258
H -0.011 0.756 4.279
H -1.420 1.242 3.360
H -1.249 -0.434 3.931
H -0.605 0.061 1.381
H 0.825 0.728 2.050
H 0.639 -0.895 2.367
```

LUMO energy in hartree: 0.03728
2S+1: 1
Highest occupied orbital energy in eV: -9.05
SMILES: Cc1ccccc1.CC

Order of stability, best first: (S), (Q), (R), (P)

(P)
The following is a DFT calculation (ωB97M-V/def2-TZVPD) of a cluster of 2 separate species, C9H14 in total.

Structure (XYZ):
```
23
C9H14 (ωB97M-V/def2-TZVPD)
C 1.529 -1.573 -0.153
C 1.393 -0.253 0.566
C 1.788 0.903 -0.128
C 1.614 2.163 0.416
C 0.938 2.304 1.615
C 0.591 1.160 2.329
C 0.763 -0.108 1.802
H 1.191 -1.433 -1.179
H 0.763 -2.250 0.247
H 2.469 -2.096 0.000
H 2.274 0.684 -1.071
H 1.983 3.029 -0.119
H 0.748 3.250 2.102
H 0.158 1.349 3.304
H 0.391 -1.012 2.270
C -2.642 -1.392 -1.175
C -2.011 -0.132 -1.775
H -1.911 -2.204 -1.195
H -2.963 -1.232 -0.151
H -3.467 -1.748 -1.786
H -2.092 -0.176 -2.865
H -0.949 0.013 -1.592
H -2.559 0.756 -1.464
```

LUMO energy in hartree: 0.03825
2S+1: 1
Highest occupied orbital energy in eV: -9.05
SMILES: Cc1ccccc1.CC

(Q)
The following is a DFT calculation (ωB97M-V/def2-TZVPD) of a cluster of 2 separate species, C9H14 in total.

Structure (XYZ):
```
23
C9H14 (ωB97M-V/def2-TZVPD)
C 0.346 0.876 3.117
C -0.419 0.469 1.894
C -1.765 0.462 1.957
C -2.446 -0.186 0.937
C -1.823 -0.894 -0.080
C -0.333 -0.699 -0.233
C 0.349 0.036 0.760
H 1.365 1.300 3.000
H 0.406 -0.178 3.629
H -0.430 1.323 3.817
H -2.096 0.896 2.977
H -3.472 -0.363 1.198
H -2.387 -1.602 -0.756
H 0.176 -1.120 -1.063
H 1.397 0.508 0.655
C 2.349 -0.842 -3.447
C 2.295 0.704 -3.681
H 1.357 -1.200 -3.364
H 2.888 -1.470 -4.101
H 2.814 -0.994 -2.426
H 3.066 1.300 -3.136
H 2.207 1.039 -4.650
H 1.400 1.004 -3.131
```

LUMO energy in hartree: 0.03594
2S+1: 1
Highest occupied orbital energy in eV: -8.74
SMILES: Cc1ccccc1.CC

Order of stability, best first: (P), (Q)